(1)
A molecular structure, C30H26N3O8OsS2 at a distorted geometry. Source: the OMol25 dataset; level of theory: ωB97M-V/def2-TZVPD.

Structure (XYZ):
```
70
C30H26N3O8OsS2 (ωB97M-V/def2-TZVPD)
C -3.50 2.45 3.85
O -2.40 1.50 -0.82
C -0.48 -2.17 1.46
C -0.52 -1.47 -3.06
H -3.40 3.76 -1.34
Os -1.06 0.08 -0.43
N -1.46 -0.56 -2.42
H 2.45 1.06 1.68
C -1.50 -1.40 2.01
S 0.80 2.13 -0.42
C 3.26 2.04 -1.48
C -3.97 4.31 0.65
H -0.37 -4.75 -3.88
O 0.31 1.26 -1.56
H 1.08 -0.06 -3.27
N -2.53 0.66 1.96
C 3.05 1.22 0.80
C 2.50 1.82 -0.33
C 4.38 0.81 0.75
H -2.42 -0.86 -2.54
H 6.67 -0.44 0.12
H 4.82 0.35 1.63
H -2.86 -1.14 3.64
C -3.47 2.75 2.49
H -5.02 5.23 5.03
H -1.99 -3.10 4.88
C -4.00 3.98 2.05
H 1.85 -2.68 0.25
C -1.56 -2.83 3.92
S 2.39 -4.57 -4.60
H 0.55 -3.61 -0.56
C 1.23 -3.34 -4.07
H -4.39 5.26 0.35
H -4.10 3.08 5.80
C -0.53 -3.58 3.38
C 4.57 1.62 -1.50
H -1.36 0.38 -2.82
C -0.95 -2.78 -3.26
H -0.13 -4.43 3.92
H 5.17 1.78 -2.39
H 6.88 0.30 -1.48
H 0.80 -3.87 1.73
C -4.55 4.87 2.97
O 3.51 -3.84 -5.16
H -1.97 -3.06 -3.00
C 0.98 -2.62 -0.40
H -3.07 1.52 4.19
H 2.65 -1.75 -4.19
C -2.05 -1.73 3.24
H 7.25 1.21 -0.01
O 1.69 -5.41 -5.55
C 6.57 0.48 -0.45
H 2.82 2.52 -2.35
C -4.06 3.33 4.75
N -1.88 -0.26 1.25
C -2.85 2.26 0.09
O -0.03 -1.76 0.22
C -4.59 4.54 4.32
O 0.50 3.51 -0.58
C 0.76 -1.08 -3.41
H -4.95 5.81 2.62
C -2.89 1.83 1.51
O 0.12 1.44 0.75
C 1.64 -2.02 -3.92
C -3.43 3.50 -0.29
H 1.24 -2.17 -1.33
C 0.01 -3.27 2.14
C 5.15 0.98 -0.40
O 2.74 -5.28 -3.37
C -0.07 -3.72 -3.75
```

Results
- E_tot: -76510.020 eV
- Orbital gap (alpha / beta): 2.670 / 2.902 eV
- Total charge: +1
- HOMO (alpha / beta): -0.3453 / -0.3453 Ha

---

(2)
A molecular structure, C30H26N6O2ReS. Source: the OMol25 dataset; level of theory: ωB97M-V/def2-TZVPD.

Structure (XYZ):
```
66
C30H26N6O2ReS (ωB97M-V/def2-TZVPD)
N -0.35 -3.82 1.37
H -2.06 0.78 2.76
H 2.54 2.96 1.42
C 1.74 0.13 3.02
H -0.22 -2.89 1.74
C -1.12 1.87 -0.37
C -2.17 -1.96 -1.06
H -2.64 4.45 1.16
H -0.76 -4.51 1.97
C -3.99 -3.28 -1.93
C 5.86 3.06 0.74
H -0.48 3.21 1.18
H -2.22 -2.81 -3.04
H 3.72 -0.78 -3.08
H -4.42 -3.85 -2.75
C -1.00 0.60 2.85
H -4.65 -2.38 1.28
C -0.25 1.18 3.86
C -4.14 -2.47 0.32
H 4.60 4.07 2.16
C -3.32 2.21 -1.30
C 4.64 3.35 1.35
N 0.04 1.06 -0.51
H 2.80 -0.06 3.10
C 4.75 1.52 -0.74
H -4.42 3.82 -0.41
C -1.28 2.93 0.51
N -0.06 -5.32 -0.34
C 3.68 -0.07 -2.26
Re -0.37 -0.89 -1.09
H -0.39 -6.10 0.21
C -4.70 -3.16 -0.74
C -2.12 1.54 -1.26
H -1.89 -0.37 -3.94
H 1.69 1.41 4.74
H 6.86 1.92 -0.77
C -2.47 0.31 -3.33
C -2.48 3.62 0.48
C 5.92 2.15 -0.29
H -0.74 1.82 4.59
C 2.33 1.14 -0.60
C -2.74 -2.69 -2.10
H 1.50 -1.10 1.27
H -2.55 1.28 -3.83
H -4.10 1.95 -2.01
C 1.01 -0.46 2.00
H 5.74 0.39 -2.30
C 1.11 0.95 3.95
C -2.89 -1.88 0.15
S 0.79 -2.90 -0.90
C 4.78 0.58 -1.82
C 3.52 1.82 -0.12
N -2.25 -1.26 1.20
C -0.36 -0.21 1.92
C 2.44 0.15 -1.63
C 0.04 -4.10 0.14
H 6.76 3.55 1.09
C 3.48 2.73 0.93
O 1.39 -0.52 -2.01
O -1.75 0.50 -2.10
H -5.67 -3.62 -0.64
H 0.25 -5.51 -1.28
N 1.14 1.64 -0.25
H -3.46 -0.11 -3.13
C -3.49 3.26 -0.40
N -1.13 -0.80 0.85
```

Results
- E_tot: -57518.036 eV
- Spin multiplicity: 2
- Orbital gap (alpha / beta): 6.429 / 5.732 eV
- Total charge: +2
- HOMO (alpha / beta): -0.4820 / -0.4913 Ha
- Energy above the lowest of the compared OMol25 structures with the same formula, charge and spin: 5.69 kcal/mol

---

(3)
A molecular structure, C30H26NP2S3SbV at a distorted geometry. Source: the OMol25 dataset; level of theory: ωB97M-V/def2-TZVPD.

Structure (XYZ):
```
64
C30H26NP2S3SbV (ωB97M-V/def2-TZVPD)
H -9.14 2.39 21.01
H -13.95 4.14 17.99
H -12.05 -0.12 17.91
H -4.27 3.22 12.99
S -7.88 -3.70 15.57
H -9.06 3.65 17.27
H -13.79 -1.35 19.08
P -9.83 1.42 18.76
C -10.14 3.80 17.46
C -12.99 -0.95 19.65
H -12.69 6.04 17.24
C -7.41 2.09 19.82
H -4.28 -2.75 12.72
C -4.99 2.96 13.72
H -3.10 -4.35 14.14
C -5.14 2.01 20.10
C -3.67 -3.38 15.99
C -4.27 -2.24 16.55
C -3.62 -3.54 14.60
Sb -9.32 -2.43 16.84
H -7.83 4.29 14.91
C -12.24 2.86 18.39
C -12.91 4.02 17.98
H -7.66 2.28 16.54
H -3.25 -4.14 16.62
C -11.77 -0.76 21.70
P -5.77 0.10 16.52
C -8.82 2.46 19.95
H -6.24 4.68 13.26
H -3.98 1.72 17.43
C -4.88 1.84 14.52
C -12.04 -0.21 18.97
H -12.82 1.99 18.79
C -5.84 1.58 15.50
C -4.62 0.91 17.82
C -4.27 -2.61 13.81
H -3.90 0.18 18.30
N -6.90 1.37 18.77
H -10.21 5.78 16.90
V -7.88 0.11 17.68
S -7.77 -1.86 18.69
C -12.18 5.10 17.47
H -9.90 0.27 21.57
C -4.82 -1.23 15.76
H -5.56 -0.84 13.80
H -8.92 3.51 19.64
C -5.52 1.41 18.92
S -8.94 -0.16 15.76
H -4.02 1.20 14.36
H -13.61 -1.85 21.49
C -12.84 -1.24 21.01
C -10.80 5.00 17.27
C -4.99 -1.54 14.37
C -10.80 0.01 21.05
C -10.95 0.35 19.69
H -4.29 -2.10 17.64
C -7.05 3.56 14.85
C -6.94 2.50 15.71
H -6.45 2.85 21.67
H -11.58 -1.02 22.71
C -6.32 2.46 20.66
H -4.17 2.22 20.51
C -6.12 3.78 13.85
C -10.88 2.78 18.11
```

Results
- E_tot: -116334.352 eV
- Spin multiplicity: 3
- Orbital gap (alpha / beta): 6.230 / 6.217 eV
- Total charge: -1
- HOMO (alpha / beta): -0.1390 / -0.1385 Ha

---

(4)
2 unconnected molecules or ions with the total composition C30H26O5S at a distorted geometry. Source: the OMol25 dataset; level of theory: ωB97M-V/def2-TZVPD.

Structure (XYZ):
```
62
C30H26O5S (ωB97M-V/def2-TZVPD)
C -9.16 3.65 -5.34
O -8.70 3.87 -3.98
H -3.93 -3.89 -0.39
S -2.25 1.60 0.59
C -6.04 1.24 -2.15
H -8.32 3.64 -6.05
C -2.63 1.63 -1.10
C -5.31 -1.49 0.25
H -5.33 -3.24 1.48
C -6.40 1.03 -3.50
H -9.71 2.70 -5.43
C -7.41 -0.51 1.79
C -3.51 -2.35 -3.43
H -0.46 6.02 1.93
H -7.39 1.25 0.53
C -6.84 -1.77 2.06
O -1.45 -0.25 -2.06
C -0.19 4.99 1.71
C -7.23 1.93 -4.16
C -0.89 2.76 0.98
C -1.18 4.10 1.27
H -3.13 2.53 -1.43
O -3.41 2.15 1.26
H -2.20 4.45 1.13
H -6.11 0.11 -4.00
H 2.47 2.90 1.64
C -6.47 2.43 -1.51
C -1.85 0.91 -2.08
H 1.91 5.25 2.24
H -6.14 2.62 -0.49
C -0.77 1.13 -4.11
C 0.45 2.35 1.08
C 1.13 4.56 1.87
H -7.24 -2.36 2.89
H 0.44 2.85 -4.64
C -5.78 -2.26 1.30
H 0.73 1.34 0.79
H -7.53 1.74 -5.19
H -9.82 4.49 -5.53
H -3.14 -2.55 -4.45
H -4.03 -0.29 -3.89
C -6.93 0.29 0.73
C -0.25 2.14 -5.10
H -1.35 0.36 -4.64
C -5.41 0.21 -1.36
O -1.63 1.75 -3.14
C -4.51 -1.89 -0.89
H -1.06 2.67 -5.63
H -7.73 4.17 -1.61
C -4.03 -1.08 -3.14
H -3.03 -4.33 -2.72
O -1.74 0.29 0.92
C -4.60 -0.86 -1.89
C -3.96 -3.13 -1.17
C -5.88 -0.21 -0.05
C -7.32 3.31 -2.13
H -8.25 -0.16 2.39
C -7.76 3.04 -3.46
C -3.47 -3.37 -2.46
C 1.44 3.24 1.53
H 0.07 0.61 -3.61
H 0.28 1.57 -5.87
```

Results
- E_tot: -52601.192 eV
- Orbital gap: 4.642 eV
- Total charge: 0
- HOMO: -0.2599 Ha
- Energy above the lowest of the compared OMol25 structures with the same formula, charge and spin: 61.20 kcal/mol

---

(5)
A molecular structure, C30H27AlF4N5O3. Source: the OMol25 dataset; level of theory: ωB97M-V/def2-TZVPD.

Structure (XYZ):
```
70
C30H27AlF4N5O3 (ωB97M-V/def2-TZVPD)
H -4.78 -3.27 -1.92
H -1.13 -3.26 4.42
N -0.16 2.46 1.38
C -0.41 1.75 5.01
H -0.97 -2.83 -3.83
C -0.67 -0.39 -5.38
N 0.08 -0.23 -4.15
N 0.13 -1.75 1.69
C 0.40 0.07 -1.97
H 0.43 -4.96 0.83
H 0.55 -2.63 -1.16
C -1.67 -1.15 -2.67
H -4.54 -1.01 -0.92
H 0.14 4.29 4.19
C 0.16 -4.11 1.43
C 0.11 4.76 0.86
C 1.54 0.53 -2.66
H 1.68 1.52 -5.74
C 4.03 0.96 1.25
H -0.39 2.71 5.49
F 3.90 2.13 0.59
C -0.27 1.63 3.63
N -0.48 -0.38 -2.90
H -0.63 3.95 -1.53
C -2.66 -0.63 -1.86
N -0.30 0.44 3.05
C -3.77 -1.41 -1.58
O 0.16 -0.01 -0.73
C 1.29 0.34 -4.00
C -0.09 3.44 0.47
C 2.13 0.69 -5.18
H 3.12 1.00 -4.85
F 5.08 1.06 2.06
C -0.10 2.78 2.69
H -0.70 0.65 6.82
C -0.24 3.09 -0.98
F -1.79 0.23 0.90
H 0.73 2.83 -1.41
C -1.77 -2.43 -3.21
H -0.71 -5.27 3.01
C 0.09 4.07 3.13
C -0.45 -4.28 2.65
C -0.62 -0.64 5.12
C -2.90 -3.18 -2.95
H 1.89 -3.52 -0.45
H 1.83 -1.76 -0.30
O 1.74 0.55 1.20
H 2.44 0.92 -2.20
H -0.35 -1.27 -5.93
H -1.73 -0.49 -5.15
C 2.73 0.62 2.01
C 0.47 -2.83 0.97
C 1.23 -2.66 -0.31
C -0.70 -3.16 3.44
H 2.23 -0.16 -5.85
H -0.54 0.49 -6.00
C 0.21 5.08 2.19
C -3.90 -2.67 -2.13
H -0.73 -1.55 5.69
Al -0.07 0.31 1.04
O 2.74 0.46 3.21
H -0.92 2.25 -1.11
C -0.47 -0.67 3.74
H 0.17 5.52 0.09
C -0.37 -1.92 2.93
F 4.30 0.01 0.33
H -2.99 -4.17 -3.38
H 0.37 6.10 2.51
H -2.54 0.35 -1.41
C -0.59 0.59 5.75
```

Results
- E_tot: -62611.971 eV
- Orbital gap: 8.714 eV
- Total charge: +1
- HOMO: -0.4249 Ha
- Energy above the lowest of the compared OMol25 structures with the same formula, charge and spin: 3.55 kcal/mol

---

(6)
A molecular structure, C30H27BrN5O6Ru. Source: the OMol25 dataset; level of theory: ωB97M-V/def2-TZVPD.

Structure (XYZ):
```
70
C30H27BrN5O6Ru (ωB97M-V/def2-TZVPD)
C -3.90 -2.84 -2.42
C 1.75 3.77 -0.13
C -0.20 0.75 2.95
O -1.67 -1.33 -1.58
C -5.19 3.28 1.74
C -3.82 5.25 1.51
C 1.30 -3.78 2.33
C -2.77 4.47 1.06
C -5.68 -4.17 -1.90
N 0.27 1.85 -0.21
C 0.34 -1.62 4.16
H -1.26 -0.64 6.68
C 3.49 -0.29 -2.35
N 0.76 -2.28 0.58
H 3.45 2.05 -1.15
C -3.54 -2.71 -1.08
H 3.34 -1.36 -2.47
Ru -0.33 -0.25 -0.11
H 1.47 4.00 0.90
H -0.58 1.55 4.89
C -0.04 -0.54 4.95
C 2.35 0.30 -1.56
H -3.70 6.32 1.60
C 1.12 -3.20 -0.31
C -4.30 -3.35 -0.12
O -2.04 -1.83 0.53
C -0.19 -0.67 6.44
H 2.81 3.99 -0.28
H 1.27 -6.76 2.02
O -2.04 0.96 0.38
H -5.85 5.27 2.20
C 1.46 2.33 -0.44
O 0.39 -1.89 6.87
H -4.24 1.43 1.19
H -1.82 4.91 0.78
H 1.39 -4.00 3.39
C 0.84 -2.56 1.88
H 1.86 -5.17 -0.69
C -2.34 -1.91 -0.68
C 1.58 -4.45 0.06
H 0.18 -2.03 7.79
H -3.32 -2.34 -3.18
H -6.13 2.82 2.00
C -0.29 0.67 4.32
H 3.62 -5.60 3.04
C -2.92 3.09 0.94
Br -6.47 -5.01 0.71
O 2.79 -6.08 3.13
O 1.29 -0.43 -1.50
N -0.66 2.79 0.22
C 2.14 -6.11 1.88
H 0.29 0.19 6.92
C -4.14 2.50 1.28
C 0.43 -1.46 2.79
H 2.76 -6.57 1.11
H 1.04 -2.90 -1.35
C 2.49 1.56 -1.01
H 0.55 -2.56 4.64
C 1.67 -4.75 1.41
N -4.95 -3.55 -2.82
C -1.81 2.23 0.46
C -5.38 -4.09 -0.54
N 0.15 -0.29 2.20
C -5.03 4.66 1.85
H 1.15 4.42 -0.76
H 3.54 0.17 -3.33
H -0.40 1.68 2.42
H 4.44 -0.11 -1.84
H -4.03 -3.26 0.93
H -6.53 -4.75 -2.24
```

Results
- E_tot: -123907.641 eV
- Spin multiplicity: 6
- Orbital gap (alpha / beta): 6.701 / 6.475 eV
- Total charge: 0
- HOMO (alpha / beta): -0.2644 / -0.2708 Ha
- Energy above the lowest of the compared OMol25 structures with the same formula, charge and spin: 0.00 kcal/mol

---

(7)
A molecular structure, C30H27Cl5N3PRuS2Te at a distorted geometry. Source: the OMol25 dataset; level of theory: ωB97M-V/def2-TZVPD.

Structure (XYZ):
```
70
C30H27Cl5N3PRuS2Te (ωB97M-V/def2-TZVPD)
H -0.27 -2.35 -5.61
C 0.93 2.91 2.10
C -2.15 0.90 2.87
C 4.56 1.36 -0.77
S -2.16 -1.81 0.63
H 0.20 -5.50 4.15
H 2.33 6.32 0.96
C -2.10 -0.64 -4.74
C 1.93 5.37 1.28
H -2.62 -3.59 -3.09
Ru -0.51 -0.17 0.38
Cl -3.49 1.57 5.12
N -2.79 -1.56 -3.73
C -2.19 -4.06 2.22
C -3.36 3.00 2.84
N -0.74 -2.87 -3.64
H 0.72 -2.62 -2.14
C 0.49 -3.77 2.93
H -2.18 -5.78 3.48
H 3.01 -0.11 1.87
C 5.88 1.15 -0.39
H 0.56 1.95 2.43
H 0.38 3.91 3.91
Cl -3.37 4.64 0.69
C -1.44 -3.00 1.70
H 5.36 -0.48 2.53
H -2.54 0.35 -4.64
H -0.82 -3.26 -1.56
C 3.53 0.91 0.05
H 0.75 0.19 -3.23
C -0.36 -2.55 -2.25
H -3.23 -4.15 1.95
C -0.13 -1.96 -4.60
Te 1.58 1.41 -0.49
C -0.33 0.07 -3.27
H 4.33 1.87 -1.70
C 6.16 0.49 0.79
H -3.22 -1.67 -1.65
H 2.46 4.38 -0.55
Cl -1.64 2.46 -0.73
C -0.11 -2.87 2.04
C -2.97 1.84 3.51
H -0.77 1.07 -3.25
C 1.33 5.24 2.52
H 6.68 1.50 -1.03
C 2.01 4.27 0.43
C -2.14 -2.95 -3.83
H 1.53 -3.64 3.20
Cl -1.61 -0.48 3.77
Cl -4.35 4.16 3.62
H -2.32 -1.05 -5.73
C -1.60 -4.96 3.08
C 3.81 0.24 1.24
C -2.94 3.21 1.53
H -3.16 -0.02 -2.30
S 0.83 -1.57 1.33
C 5.13 0.04 1.61
C 0.84 4.01 2.94
H 1.25 6.10 3.17
C -2.68 -1.01 -2.33
H -3.78 -1.63 -3.96
H 7.19 0.33 1.09
N -0.70 -0.62 -4.52
H 0.94 -1.90 -4.39
C -2.15 2.23 0.94
P -0.92 -0.86 -1.77
C -1.73 1.08 1.56
H -2.37 -3.30 -4.84
C 1.50 3.05 0.84
C -0.26 -4.81 3.45
```

Results
- E_tot: -139459.159 eV
- Spin multiplicity: 2
- Orbital gap (alpha / beta): 6.010 / 6.500 eV
- Total charge: +1
- HOMO (alpha / beta): -0.3533 / -0.3687 Ha
- Energy above the lowest of the compared OMol25 structures with the same formula, charge and spin: 37.69 kcal/mol